165
Properties=species:S:1:pos:R:3 method="wB97M-V/def2-TZVPD" smiles=CC1(C)CCCC(C)(C)N1O.CC1(C)CCCC(C)(C)N1O.CC1(C)CCCC(C)(C)N1O.CC1(C)CCCC(C)(C)N1O.CCO.CCO.CCO.CCO.CCO orbital_gap_ev=8.100 total_energy_ha=-2711.968143 max_force_ha_per_bohr=0.09953 e_above_lowest_kj_mol=499.43
C 0.110 -2.686 -10.158
C 0.444 -3.418 -8.789
C 1.675 -2.741 -8.182
C -0.781 -3.220 -7.793
C -0.767 -4.208 -6.557
C -0.782 -5.585 -7.104
C 0.470 -5.907 -7.968
C 1.724 -5.797 -7.035
C 0.247 -7.235 -8.536
N 0.653 -4.869 -9.050
O 1.692 -5.123 -9.973
H 0.952 -2.600 -10.844
H -0.683 -3.239 -10.661
H -0.399 -1.722 -10.165
H 1.519 -2.569 -7.117
H 2.480 -3.469 -8.290
H 1.846 -1.857 -8.797
H -0.673 -2.223 -7.364
H -1.804 -3.150 -8.161
H 0.054 -4.126 -5.845
H -1.711 -4.056 -6.033
H -1.730 -5.707 -7.628
H -0.748 -6.254 -6.244
H 1.572 -6.508 -6.223
H 1.930 -4.811 -6.618
H 2.631 -6.058 -7.581
H -0.681 -7.304 -9.104
H 0.369 -8.077 -7.855
H 0.925 -7.499 -9.348
H 1.162 -5.576 -10.632
C 7.422 1.483 -3.269
C 8.653 0.511 -3.103
C 9.353 1.015 -1.838
C 8.188 -1.009 -2.855
C 9.292 -2.108 -3.052
C 9.995 -1.963 -4.429
C 10.636 -0.567 -4.590
C 11.920 -0.570 -3.698
C 10.928 -0.589 -6.067
N 9.627 0.563 -4.318
O 9.902 1.792 -4.801
H 6.874 1.638 -2.340
H 7.627 2.475 -3.671
H 6.690 1.108 -3.985
H 8.577 1.154 -1.086
H 10.072 0.296 -1.445
H 9.672 2.042 -2.018
H 7.867 -1.040 -1.814
H 7.256 -1.244 -3.370
H 10.124 -2.047 -2.351
H 8.953 -3.138 -2.942
H 9.286 -2.283 -5.192
H 10.777 -2.713 -4.545
H 12.653 -1.321 -3.995
H 11.804 -0.760 -2.631
H 12.382 0.414 -3.774
H 10.073 -0.652 -6.739
H 11.632 -1.406 -6.226
H 11.545 0.236 -6.423
H 9.287 1.856 -5.535
C -6.158 8.097 -1.498
C -6.982 9.354 -1.900
C -5.882 10.427 -2.287
C -7.767 8.954 -3.135
C -8.939 9.955 -3.536
C -9.833 10.045 -2.203
C -8.990 10.586 -1.011
C -8.668 12.146 -1.184
C -9.968 10.511 0.218
N -7.883 9.727 -0.768
O -7.141 10.129 0.353
H -5.746 7.646 -2.401
H -5.405 8.110 -0.709
H -6.915 7.361 -1.227
H -5.242 10.718 -1.454
H -5.216 9.977 -3.023
H -6.331 11.295 -2.770
H -7.189 9.033 -4.056
H -8.164 7.940 -3.091
H -8.510 10.894 -3.884
H -9.463 9.586 -4.418
H -10.319 9.107 -1.931
H -10.612 10.796 -2.338
H -8.521 12.506 -0.166
H -9.597 12.596 -1.532
H -7.809 12.425 -1.794
H -10.860 11.136 0.239
H -9.462 10.703 1.164
H -10.384 9.506 0.298
H -7.056 9.332 0.881
C 1.880 -7.975 7.323
C 0.462 -7.413 6.932
C -0.060 -6.287 7.928
C 0.742 -6.847 5.455
C -0.421 -6.735 4.521
C -1.217 -8.021 4.439
C -1.663 -8.569 5.790
C -2.784 -7.654 6.267
C -2.165 -9.942 5.480
N -0.588 -8.556 6.843
O -0.781 -9.275 8.142
H 1.902 -8.422 8.317
H 2.088 -8.888 6.764
H 2.577 -7.137 7.299
H 0.556 -5.388 7.897
H -1.033 -5.937 7.586
H -0.065 -6.772 8.905
H 1.037 -5.804 5.573
H 1.640 -7.225 4.967
H -1.075 -5.883 4.706
H -0.069 -6.430 3.536
H -0.739 -8.747 3.782
H -2.140 -7.660 3.986
H -3.685 -8.018 5.773
H -2.557 -6.603 6.089
H -3.164 -7.808 7.277
H -2.462 -10.504 6.365
H -1.310 -10.436 5.017
H -2.959 -10.113 4.753
H -0.122 -9.970 8.075
C -0.268 -0.031 0.643
C -0.484 0.880 1.859
O -0.404 0.095 3.001
H -1.049 -0.792 0.635
H 0.701 -0.530 0.653
H -0.449 0.630 -0.204
H -1.376 1.464 1.634
H 0.375 1.542 1.747
H -0.217 0.712 3.712
C -7.269 4.989 4.680
C -6.041 5.256 5.589
O -5.369 6.510 5.284
H -7.357 3.911 4.543
H -7.207 5.543 3.744
H -8.171 5.290 5.213
H -5.219 4.577 5.366
H -6.206 5.202 6.665
H -4.477 6.428 5.627
C 1.708 5.239 10.070
C 1.292 5.334 8.530
O 1.160 4.075 7.998
H 1.052 4.672 10.731
H 1.903 6.187 10.572
H 2.727 4.853 10.115
H 1.978 5.954 7.952
H 0.329 5.817 8.692
H 2.036 3.866 7.665
C 8.360 -0.038 7.240
C 7.000 0.362 7.964
O 6.002 0.599 6.982
H 8.982 0.779 6.874
H 8.096 -0.832 6.541
H 8.956 -0.577 7.976
H 6.991 1.151 8.715
H 6.733 -0.534 8.525
H 5.709 -0.255 6.656
C -7.173 -2.945 1.776
C -6.917 -1.612 1.139
O -6.329 -1.877 -0.089
H -6.299 -3.585 1.656
H -8.059 -3.324 1.268
H -7.329 -2.866 2.852
H -6.181 -1.028 1.691
H -7.914 -1.196 0.994
H -5.898 -1.058 -0.345